{"formula": "C38H54F42LiN10O28S14", "method": "the ωB97M-V functional and the def2-TZVPD basis", "charge": -3, "energy_ha": -13910.4816, "symbols": ["S", "S", "S", "S", "S", "S", "S", "S", "S", "S", "S", "S", "S", "S", "F", "F", "F", "F", "F", "F", "F", "F", "F", "F", "F", "F", "F", "F", "F", "F", "F", "F", "F", "F", "F", "F", "F", "F", "F", "F", "F", "F", "F", "F", "F", "F", "F", "F", "F", "F", "F", "F", "F", "F", "F", "F", "O", "O", "O", "O", "O", "O", "O", "O", "O", "O", "O", "O", "O", "O", "O", "O", "O", "O", "O", "O", "O", "O", "O", "O", "O", "O", "O", "O", "N", "N", "N", "N", "N", "N", "N", "N", "N", "N", "C", "C", "C", "C", "C", "C", "C", "C", "C", "C", "C", "C", "C", "C", "C", "C", "C", "C", "C", "C", "C", "C", "C", "C", "C", "C", "C", "C", "C", "C", "C", "C", "C", "C", "C", "C", "C", "C", "Li", "H", "H", "H", "H", "H", "H", "H", "H", "H", "H", "H", "H", "H", "H", "H", "H", "H", "H", "H", "H", "H", "H", "H", "H", "H", "H", "H", "H", "H", "H", "H", "H", "H", "H", "H", "H", "H", "H", "H", "H", "H", "H", "H", "H", "H", "H", "H", "H", "H", "H", "H", "H", "H", "H"], "positions_angstrom": [[16.530040, 19.754810, -1.483840], [29.066280, 21.515670, 0.901420], [22.181050, 16.932950, -12.566550], [23.644990, 26.513700, 3.131080], [22.498220, 12.826920, 5.739940], [15.045860, 11.640330, -10.344290], [20.709420, 11.208290, 6.705680], [15.213660, 11.122670, -12.876130], [8.645030, 24.703540, 0.338600], [7.632960, 24.590490, -1.867760], [17.924500, 17.669890, -2.132570], [26.925050, 20.332280, 0.304150], [22.439430, 24.433600, 4.058390], [20.900780, 17.084950, -14.796410], [21.114900, 24.383480, 6.515030], [29.431690, 23.937360, -0.354750], [31.096810, 22.520260, -0.617940], [9.270740, 26.992650, 1.675160], [24.483620, 27.947780, 5.246820], [15.023950, 10.672670, -7.750540], [20.296540, 16.360520, -2.221380], [16.854180, 21.941940, 0.231640], [18.233190, 10.323630, 7.195380], [10.267580, 24.625960, -2.352720], [26.510890, 20.074630, -2.293110], [21.420360, 14.964100, -10.990700], [21.515720, 26.333370, 5.698680], [16.643760, 9.938360, -9.098410], [30.644090, 23.574950, 1.325580], [19.498560, 16.709940, -17.015870], [10.905330, 25.942770, 0.825110], [26.482890, 18.120740, -1.341630], [18.583740, 12.168000, 8.221780], [22.393840, 13.946030, 3.299150], [9.907630, 25.327530, 2.756890], [26.025750, 27.738200, 3.727420], [13.962710, 9.005410, -13.751890], [23.012820, 16.198960, -10.115670], [23.378690, 14.610580, -11.582720], [18.581280, 15.777350, -15.127180], [9.183790, 23.152710, -3.591510], [20.493180, 13.066300, 3.884170], [19.865810, 25.146850, 4.864460], [18.325320, 12.241050, 6.068880], [17.172550, 19.925290, 0.969470], [20.278420, 18.223420, -3.265760], [14.816740, 10.092330, -15.433830], [15.157980, 20.569570, 0.524310], [22.213890, 11.949360, 3.287090], [28.336040, 19.314030, -1.574790], [24.364630, 29.175270, 3.515530], [16.643330, 11.934920, -8.248130], [16.159710, 9.094270, -14.095800], [19.281270, 16.469720, -4.128730], [9.148000, 25.290420, -4.062160], [20.338210, 14.946620, -16.222720], [20.116030, 18.234740, -14.394180], [28.739110, 21.819040, 2.325070], [22.087450, 17.414300, -15.596210], [14.147930, 12.131230, -13.135530], [25.503470, 20.806230, 0.276250], [21.391600, 17.970910, -11.917640], [16.318600, 20.792620, -2.471060], [21.245270, 10.540610, 7.906420], [15.866200, 12.773130, -10.716710], [29.842620, 20.291030, 0.652080], [20.698800, 10.548980, 5.406410], [17.830870, 16.829860, -0.918660], [7.183020, 23.267620, -1.445920], [6.704250, 25.333030, -2.726110], [16.572790, 11.531140, -13.144020], [23.199550, 14.110160, 5.873560], [16.814330, 17.236050, -3.097310], [9.548450, 23.577820, -0.097860], [15.457120, 18.728610, -1.414210], [13.623810, 11.911240, -9.988790], [22.742780, 23.091760, 4.654230], [23.338060, 11.700810, 5.752860], [7.526450, 24.202510, 1.055550], [23.482340, 17.382820, -13.079840], [22.273680, 27.075790, 3.066230], [21.693460, 24.452740, 2.761830], [24.286990, 26.158600, 1.902100], [27.273240, 19.443130, 1.391610], [8.244360, 25.741190, -0.763750], [21.300360, 16.076910, -13.736530], [18.181290, 19.159820, -1.720710], [14.677390, 20.873900, -10.048800], [27.929440, 21.731900, -0.008790], [15.112580, 10.289680, -11.450690], [21.105010, 12.695020, 6.723620], [8.796770, 16.611910, 2.684270], [20.376990, 5.447930, 0.877760], [23.802220, 25.485720, 4.203250], [9.771240, 25.852300, 1.504870], [24.701220, 27.957510, 3.971430], [9.128490, 24.349250, -3.113790], [7.563230, 17.380940, 2.153390], [20.117920, 8.912860, -1.153520], [27.054780, 19.374150, -1.302700], [30.173300, 22.973130, 0.253890], [19.668870, 7.512160, -0.725790], [15.281710, 19.628370, -9.226930], [21.833640, 12.948690, 3.933620], [21.436100, 4.846750, 1.806320], [10.662260, 13.527020, 1.060580], [13.317080, 20.466860, -10.634530], [11.988360, 18.889850, -12.002420], [7.120140, 17.008370, 4.494720], [15.619170, 21.562160, -11.040690], [10.420850, 14.636480, 2.105430], [20.799790, 6.808970, 0.137930], [6.701670, 17.891130, 3.327120], [10.021010, 17.712500, 2.714520], [15.889300, 10.989400, -8.734640], [19.392600, 5.035520, 3.133410], [21.173550, 25.076510, 5.417180], [19.662930, 16.030270, -15.853020], [14.568310, 22.007440, -8.981030], [20.753510, 4.350610, 3.129290], [19.617880, 17.162370, -3.006980], [19.250050, 5.852540, 1.861210], [19.889900, 4.430380, -0.175750], [14.987580, 9.720440, -14.169600], [14.996350, 22.989680, -11.196760], [8.307520, 16.079940, 4.073030], [9.194130, 15.500320, 1.744580], [16.432980, 20.652500, 0.179800], [14.650380, 23.341860, -9.719980], [22.567280, 15.621610, -11.212220], [18.773050, 11.503360, 7.092090], [13.367000, 19.334100, -11.695450], [20.995920, 21.088150, -0.855300], [15.534210, 23.882940, -9.382090], [21.407010, 4.673030, 3.939890], [18.339540, 5.759910, 1.269190], [10.126250, 14.005020, 2.943620], [16.146730, 19.972210, -8.659820], [19.306540, 9.338870, -1.743660], [7.070520, 16.623720, 1.543490], [13.664590, 21.993340, -8.371780], [22.051970, 4.074370, 1.345640], [13.087930, 21.445670, -11.055870], [9.436720, 16.082800, 0.855780], [20.958790, 8.918290, -1.847080], [11.229640, 15.274700, 2.461320], [11.763760, 18.202430, -11.186870], [11.117400, 13.976570, 0.178060], [13.725100, 19.738120, -12.642360], [13.991180, 18.476150, -11.445640], [14.585130, 19.279070, -8.464780], [19.482200, 7.059400, -1.699580], [11.371640, 12.721780, 1.251530], [9.689410, 18.706580, 3.014450], [15.720460, 21.111050, -12.027780], [14.137100, 22.945970, -11.866000], [20.780240, 3.260940, 3.126340], [10.288790, 17.656040, 1.659430], [15.660530, 23.681530, -11.714740], [19.161350, 4.767720, -0.912990], [6.357100, 16.270970, 4.743940], [21.254110, 7.428300, 0.911320], [9.201020, 16.209960, 4.683630], [7.807880, 18.254700, 1.549420], [13.858260, 24.032370, -9.430410], [7.097110, 18.877200, 3.570800], [9.728890, 13.033270, 0.790200], [18.557960, 4.334870, 3.157220], [20.206750, 9.583990, -0.299250], [11.269010, 19.704190, -12.088890], [19.356600, 3.624130, 0.327890], [22.046410, 5.717630, 2.045480], [5.641940, 17.905180, 3.072380], [12.832310, 20.258270, -9.680810], [19.348270, 6.927440, 2.013000], [16.612190, 21.748630, -10.631720], [21.583540, 6.311750, -0.433560], [11.898030, 18.342300, -12.940570], [15.550790, 18.771290, -9.844270], [7.271860, 17.547510, 5.429820], [8.314880, 14.862280, 1.655690], [18.695770, 7.553790, -0.236450], [10.741460, 17.260950, 3.396530], [19.291260, 5.797860, 3.905850], [15.357340, 21.918180, -8.234330], [20.813050, 3.979290, -0.539640], [7.990950, 15.049830, 3.909460]], "forces_ev_per_a": [[-1.339, -0.574, -2.451], [5.402, -0.377, 5.386], [0.923, 1.171, -1.380], [-1.733, 5.076, -2.664], [-1.052, 4.537, 0.288], [-2.975, -0.469, -0.524], [-2.023, -1.561, 2.680], [-0.330, 1.565, -1.014], [3.967, -2.857, 1.990], [-1.643, 1.682, -3.196], [-2.786, -6.290, -0.203], [-4.102, 2.126, 0.423], [-0.258, -2.764, 0.467], [0.386, 2.464, -3.357], [0.096, -0.567, 0.287], [0.449, -0.728, -0.330], [-0.130, 0.698, 0.860], [-1.416, 3.507, 0.160], [0.018, 0.073, 1.641], [0.199, -0.494, -0.741], [0.450, -0.188, 0.271], [-0.452, -1.225, -0.369], [-1.448, -1.035, -0.293], [-0.976, -0.776, -1.476], [-0.665, 0.157, -0.059], [-0.491, 0.681, 0.739], [-0.192, -0.162, 0.439], [-0.270, 0.124, 0.825], [1.562, -0.032, 0.201], [-1.378, -0.113, 0.825], [0.694, 0.033, 0.736], [0.769, 1.509, 0.583], [-0.303, 0.157, 0.216], [0.105, 2.110, 0.010], [0.597, -0.297, -1.026], [-0.839, 0.458, 0.258], [-0.300, -1.153, -0.531], [0.064, 0.060, -0.128], [0.787, 1.117, -0.133], [0.007, -0.098, -1.330], [0.064, -0.889, -0.741], [0.231, 0.135, 0.002], [2.117, -0.471, 0.915], [-0.868, -0.581, 0.269], [0.604, -0.254, 1.432], [1.765, 1.816, -0.983], [-0.315, 0.158, 0.215], [0.099, 0.541, 0.302], [0.708, -4.614, -1.987], [0.817, -1.008, -0.200], [0.237, -0.297, -0.248], [0.773, 0.600, 0.132], [-0.335, -1.181, -0.308], [0.676, 0.842, 0.724], [-0.547, -0.686, -0.192], [-0.762, -1.031, 0.281], [-0.328, -0.449, -0.217], [1.247, -0.300, -2.672], [-1.749, -0.329, -0.329], [1.499, -2.128, 0.441], [2.983, -0.971, -0.289], [0.586, -1.539, 0.121], [0.384, -0.115, 0.685], [-0.988, -0.151, -1.868], [-0.339, -0.816, 0.555], [-0.209, 1.530, 0.337], [-0.016, -0.172, 0.777], [0.899, 0.913, -1.322], [0.788, 1.562, -0.474], [0.841, -0.691, 0.951], [-0.453, -0.056, -0.258], [-1.825, -1.557, 0.410], [3.746, 2.219, 1.541], [-1.096, 2.805, 1.129], [2.609, 2.198, 0.809], [2.840, -0.643, -0.130], [-0.225, 3.220, -1.491], [0.889, -2.229, 0.105], [-1.135, 0.295, 1.824], [-1.474, -1.169, 1.076], [2.170, -0.088, -0.081], [1.924, -0.120, 2.907], [0.251, 0.555, -0.324], [0.068, 0.700, -1.333], [-0.744, -2.316, -1.880], [1.404, -0.731, 4.560], [-2.932, 2.134, 0.236], [2.162, -1.198, 2.131], [-5.985, -2.828, -2.743], [-0.182, 3.121, 0.592], [3.215, 1.832, -2.407], [-0.088, 2.210, 1.085], [-1.989, 0.653, -0.009], [-2.566, -5.079, 2.607], [-0.704, -3.943, -1.249], [-0.077, -1.532, -2.185], [1.219, 2.434, 3.496], [-0.368, -0.593, -0.369], [-0.819, 0.407, 0.228], [0.010, -0.070, -0.332], [-2.283, -0.462, 0.035], [1.185, -0.284, -0.025], [0.106, 0.918, -0.548], [-0.931, 1.947, 2.482], [-0.085, 0.914, 0.358], [0.724, 1.050, -1.268], [2.064, 0.526, 0.304], [-1.154, -1.017, 0.349], [-0.394, -1.941, 0.614], [-0.521, 1.403, -0.570], [-1.191, -1.030, 1.303], [-0.388, -2.165, -0.477], [1.973, -0.322, -0.058], [-1.610, -2.422, 0.045], [-0.774, -0.454, -1.207], [-0.857, 0.308, -0.219], [-1.081, 1.718, -2.616], [3.339, 1.528, 0.787], [-0.626, 0.275, 0.005], [0.968, 0.408, -1.330], [-3.758, -1.624, 0.413], [0.395, 0.123, -1.549], [0.571, -0.415, 1.566], [0.829, 1.800, 1.972], [-0.822, -0.738, 0.181], [0.799, 2.118, -1.052], [0.639, 0.431, -0.227], [0.285, -0.152, -1.012], [1.354, 0.456, -0.338], [-1.356, -1.433, -1.543], [4.219, 0.906, -0.733], [0.796, 1.547, -0.383], [-0.061, -0.170, 0.149], [0.144, -0.137, 0.303], [-0.235, -0.004, 0.085], [-0.209, -0.338, 0.436], [-0.037, 0.456, 0.756], [0.099, 0.129, -0.459], [-0.134, -0.010, -0.015], [-0.357, 0.288, -0.060], [-0.320, -0.748, -0.457], [-0.215, 0.251, -0.362], [-1.267, -0.461, -0.155], [-0.413, -0.591, -0.559], [0.303, -0.074, 0.508], [0.409, -0.376, -0.600], [-0.961, 0.022, -0.138], [-0.395, 0.016, -0.410], [0.684, 0.292, 0.200], [0.035, 0.220, 0.263], [-0.507, 0.378, -0.326], [0.204, -0.917, 0.295], [-0.014, 0.271, 1.005], [-0.213, -0.330, 0.060], [-0.204, -0.648, 0.423], [-0.255, -0.059, 0.159], [-0.581, 0.069, 0.121], [0.535, 0.510, 0.340], [0.283, -0.084, 0.447], [0.650, 0.742, 0.004], [-0.412, 0.238, 0.026], [-0.278, 0.117, -0.072], [-0.317, -0.633, 0.368], [0.566, -0.476, -0.315], [-0.424, -0.307, -0.772], [-0.631, 0.289, -0.224], [-0.104, 0.212, -0.042], [0.151, -0.048, 0.450], [0.563, 0.022, -0.111], [-0.023, 0.053, 0.351], [0.131, 0.031, 0.465], [0.287, -0.196, -0.013], [0.207, 0.066, 0.169], [-0.906, -0.230, -0.590], [0.271, -0.121, 0.266], [-0.085, -0.753, 0.424], [0.276, 1.099, -0.705], [0.330, -0.122, 0.093], [-0.060, 0.455, -0.337], [0.396, 0.097, -0.247], [-0.004, 0.140, -0.398], [0.217, 0.059, 0.379], [0.198, 0.423, -0.281], [-0.029, -0.593, 0.478], [0.262, -0.384, -0.494], [-0.300, 0.231, -0.682], [0.262, 0.112, 0.205]], "lowdin_charge": [0.699, 0.517, 0.681, 0.509, 0.649, 0.675, 0.555, 0.604, 0.542, 0.664, 0.607, 0.724, 0.758, 0.516, 0.161, 0.087, 0.109, 0.196, 0.148, 0.109, 0.156, 0.128, 0.140, 0.037, 0.120, 0.106, 0.101, 0.106, 0.124, 0.094, 0.135, 0.101, 0.134, 0.155, 0.100, 0.091, 0.127, 0.155, 0.113, 0.150, 0.177, 0.114, 0.041, 0.114, 0.147, 0.162, 0.142, 0.146, 0.190, 0.133, 0.108, 0.155, 0.113, 0.109, 0.121, 0.117, -0.341, -0.329, -0.339, -0.361, -0.362, -0.324, -0.332, -0.343, -0.324, -0.349, -0.346, -0.365, -0.328, -0.357, -0.328, -0.315, -0.373, -0.366, -0.325, -0.363, -0.356, -0.299, -0.329, -0.331, -0.357, -0.358, -0.296, -0.292, -0.283, -0.313, -0.345, -0.216, -0.290, -0.311, -0.311, -0.234, -0.247, -0.305, -0.690, -0.644, -0.620, -0.101, -0.092, -0.660, -0.626, -0.217, 0.065, -0.754, -0.082, -0.085, -0.086, -0.113, -0.148, -0.075, -0.208, -0.051, -0.130, 0.112, -0.658, -0.138, -0.597, -0.637, -0.105, -0.121, -0.688, -0.106, 0.030, -0.688, -0.143, -0.048, -0.157, -0.677, -0.143, -0.649, -0.682, -0.228, 0.939, 0.114, 0.120, 0.126, 0.100, 0.099, 0.085, 0.125, 0.134, 0.128, 0.119, 0.134, 0.088, 0.111, 0.089, 0.081, 0.113, 0.119, 0.107, 0.104, 0.081, 0.108, 0.136, 0.097, 0.111, 0.103, 0.119, 0.103, 0.107, 0.132, 0.125, 0.137, 0.117, 0.117, 0.077, 0.117, 0.087, 0.083, 0.103, 0.130, 0.127, 0.136, 0.130, 0.142, 0.126, 0.089, 0.101, 0.116, 0.132, 0.105, 0.093, 0.128, 0.129, 0.101, 0.125]}